Below is a molecular structure, C4H4CsLiO2 in a non-equilibrium geometry, with properties calculated with ωB97M-V/def2-TZVPD.

The value obtained for the HOMO energy (spin up / spin down) is -4.547 / -4.546 eV. The value obtained for the energy is -332.7114 Eh. As for the energy relative to the best compared isomer or geometry (same formula, charge and spin): 381.9 kJ/mol. The value obtained for the frontier orbital gap (spin up / spin down) is 3.5 / 3.5 eV.

Last column: Löwdin charge in e.
Geometry (Å):
H: -1.353 0.015 1.943  0.062
C: 0.653 -0.098 -0.909  -0.453
C: 0.746 1.358 -0.470  -0.197
C: -0.652 0.934 -0.259  -0.181
C: -1.679 0.541 0.436  -0.436
O: -2.525 -0.395 0.227  -0.258
O: 1.084 -1.084 -0.171  -0.358
H: 0.592 -0.283 -1.996  0.110
H: 0.925 2.078 -1.280  0.088
H: 1.354 1.506 0.435  0.084
Li: 2.853 -1.072 0.147  0.777
Cs: -1.998 -3.500 1.898  0.762